[1]
Computed, not measured: C4H10O2 as an isolated structure, with ωB97M-V/def2-TZVPD.

Positions of all 16 atoms, in Å:
H -0.254 2.221 -1.033
O 0.274 0.539 0.736
C 0.395 -1.227 -0.914
H 0.056 1.252 2.985
H -1.995 -0.565 0.876
H 1.467 -1.414 -0.742
O 0.470 0.380 2.990
H -0.603 1.084 -2.339
H -0.149 -1.978 -0.333
C 0.026 0.165 -0.525
C 0.067 1.292 -1.504
H 1.076 1.455 -1.911
H 0.615 -1.243 1.755
H 0.165 -1.393 -1.965
H -1.844 -0.335 0.130
C 0.233 -0.234 1.794

The HOMO-LUMO gap (spin up / spin down) comes out at 7.76 / 7.78 eV. For the HOMO energy (spin up / spin down), the calculation gives -6.85 / -6.86 eV. As for the spin multiplicity: 1.

Atomic partial charges in e from the Mulliken method, atoms 1 to 4: atom 1 (H): 0.337, atom 2 (O): -0.247, atom 3 (C): -1.269, atom 4 (H): 0.301



[2]
Computed, not measured: a 2-piece molecular cluster, C2H6OS2 overall, with ωB97M-V/def2-TZVPD.

Positions of all 11 atoms, in Å:
O 1.942 -0.700 -0.433
H 0.376 0.596 -2.277
H 1.434 0.974 0.589
S -2.167 0.246 1.230
C 1.160 0.477 -0.336
H 2.821 -0.472 -0.774
C 0.220 0.814 -1.225
H -0.773 1.074 -0.890
H -0.206 -1.275 0.985
S -1.419 -1.663 1.424
H -3.388 -0.070 1.706

The HOMO-LUMO gap comes out at 8.78 eV. For the HOMO energy, the calculation gives -8.32 eV. As for the structure (SMILES): C=CO.SS. As for the spin multiplicity: 1.

Atomic partial charges in e from the Mulliken method, atoms 1 to 4: atom 1 (O): -0.415, atom 2 (H): 0.208, atom 3 (H): 0.420, atom 4 (S): -0.206



[3]
Computed, not measured: a 10-piece molecular cluster, C27H63ClN9O13 overall, with ωB97M-V/def2-TZVPD.

Positions of all 113 atoms, in Å:
H -2.655 -6.622 0.776
H 2.863 -0.710 -1.868
C -0.640 -0.984 4.727
C -2.878 -1.833 4.339
H -2.442 -2.155 6.975
H -0.782 -0.654 3.686
H 6.803 -1.010 0.869
H 3.956 5.646 -0.828
C 3.508 4.653 -0.842
N -1.688 -1.793 5.075
H 4.696 -2.085 1.015
H 1.998 2.428 -1.675
C -4.370 -0.251 0.426
H -4.630 -1.254 0.762
C 1.885 3.372 2.591
O -1.183 -0.501 -1.334
C -2.935 -3.839 -0.656
H 3.804 -1.303 2.231
H -1.960 5.259 -2.168
C 1.692 2.368 4.830
H -6.833 1.439 1.984
H 1.695 1.420 5.390
C -1.647 -2.565 6.352
H -1.245 5.110 -0.624
H 1.690 0.120 3.567
H -1.466 -4.379 -3.766
C 4.018 -1.245 1.164
N -5.505 0.671 0.569
O -0.881 -0.834 0.860
O -1.837 3.061 -3.478
H -3.774 -1.586 4.908
C -2.360 2.737 0.032
H -0.505 -3.443 -2.783
H -2.959 5.295 -0.704
C 3.575 1.485 -3.713
C -2.114 2.601 -2.358
H 0.550 -0.200 -3.588
O 1.485 3.453 5.419
H -1.520 2.937 0.696
H 4.003 -0.956 -3.151
H 3.051 2.412 -3.947
H -3.757 -5.639 1.720
Cl -0.145 -0.687 -0.357
H 2.529 6.574 -2.031
H 0.335 -5.883 -3.891
C 1.671 0.955 2.866
N 0.390 -3.957 -4.685
H -3.602 0.056 1.137
H 1.041 3.216 -0.428
H -0.677 -5.112 0.940
H -2.919 -2.844 3.935
O 0.565 -1.920 -5.616
O -4.963 2.038 -1.180
C 1.462 3.343 -1.425
H 1.917 -3.430 -5.917
H 0.901 3.724 2.282
C 4.426 0.878 -0.040
C 1.047 -5.216 -4.378
H -2.892 -1.142 3.496
H -6.578 2.348 -0.036
H -1.950 -3.569 6.053
N 2.515 0.449 -3.609
O 0.723 0.464 -0.259
O 0.924 5.810 -2.940
C -0.737 -3.572 -3.840
C -2.121 4.799 -1.193
H -4.212 -6.032 0.080
H -1.600 -4.292 2.270
C 0.982 -3.069 -5.462
H -7.202 -0.160 1.530
N -2.214 3.311 -1.274
H -5.772 0.196 2.584
N 4.896 -0.111 0.764
H 1.467 -5.626 -5.296
H 3.352 0.748 -0.243
C -6.353 0.499 1.713
O 5.154 1.796 -0.522
H 1.818 -5.099 -3.617
N 1.847 2.263 3.493
H 4.216 1.714 -2.863
H 2.399 -1.678 -3.236
H 4.175 1.351 -4.613
H -2.465 1.652 -0.002
N -2.601 -4.634 0.389
H -0.675 -2.635 6.840
C 6.289 -0.127 1.249
C 1.861 5.712 -2.181
H 2.509 4.165 3.003
H -1.268 -2.677 -4.166
N 2.232 4.599 -1.499
H 6.243 -0.343 2.316
H 3.082 -1.329 0.613
H -3.949 -0.292 -0.578
C -5.701 1.711 -0.227
C -1.385 -4.327 1.202
C -3.361 -5.793 0.717
H -2.222 -3.008 -0.772
O -3.945 -4.008 -1.376
H -2.244 1.511 -2.267
C 2.946 -0.779 -2.952
C 1.192 0.659 -3.838
O 0.339 -0.765 5.435
O 0.550 -1.862 -0.612
H 2.391 0.783 2.066
H 6.839 0.800 1.086
H 4.238 4.018 -1.344
H 3.424 4.273 0.176
H 0.570 3.432 -2.045
H 2.395 3.114 1.663
H -0.873 -3.436 0.837
H 0.672 0.960 2.430
H -3.298 3.124 0.430
O 0.698 1.740 -4.262

The HOMO-LUMO gap comes out at 7.63 eV. The total charge is -1. For the HOMO energy, the calculation gives -5.74 eV. As for the spin multiplicity: 1.

Atomic partial charges in e from the Mulliken method, atoms 1 to 4: atom 1 (H): 0.324, atom 2 (H): 0.042, atom 3 (C): 0.620, atom 4 (C): -0.615



[4]
Computed, not measured: one molecule with the formula C18H32N6O3, with ωB97M-V/def2-TZVPD.

Positions of all 59 atoms, in Å:
H 1.011 -2.631 2.594
H -5.397 -0.400 1.003
C -3.192 0.440 -0.058
H -2.126 2.639 1.263
H 7.221 0.431 -0.627
C 4.755 2.316 0.289
C -6.335 -1.373 -0.692
C 1.176 -1.601 2.272
H 1.135 -0.947 3.143
H 2.921 -0.462 -2.368
N 2.794 -3.999 -0.722
C -0.822 2.097 -0.352
H 2.802 -0.451 1.409
H -8.348 -2.133 -0.576
O -4.180 -0.359 -0.665
H 1.839 -0.005 -1.028
H 5.276 0.260 -2.138
H 0.039 2.589 0.104
C 0.122 0.266 0.923
N 2.835 -2.971 -1.560
H -7.739 -1.484 0.946
C -5.467 -0.274 -0.089
C -7.750 -1.342 -0.132
H 0.149 -1.815 0.385
O 6.036 1.997 -0.200
N -0.753 0.685 -0.022
H -8.227 -0.388 -0.348
N 2.702 -2.276 0.477
H -6.354 -1.239 -1.774
C 5.166 -0.081 -1.093
H 5.307 -1.163 -1.065
O 0.932 1.031 1.420
H -2.183 3.747 -0.113
C 6.222 0.603 -0.225
C -2.125 2.696 0.172
H 4.678 3.404 0.266
C -1.841 -0.071 -0.589
H 6.163 0.199 0.797
H 4.652 1.964 1.326
C 2.579 -1.486 1.669
C 2.776 -1.887 -0.820
H 2.684 1.897 -0.104
H 3.313 -1.850 2.393
H -3.377 2.047 -1.467
H -0.899 -1.419 1.750
H -5.869 -2.337 -0.485
C 0.070 -1.210 1.291
H 3.683 2.104 -1.578
N 3.849 0.241 -0.571
C -3.325 1.934 -0.382
C 2.797 -0.474 -1.273
H -5.919 0.709 -0.289
H -4.247 2.331 0.045
C 3.653 1.681 -0.559
H -1.836 0.057 -1.677
H -0.767 2.205 -1.441
H -3.223 0.305 1.038
H -1.754 -1.134 -0.377
N 2.718 -3.610 0.481

The HOMO-LUMO gap comes out at 9.72 eV. For the HOMO energy, the calculation gives -9.08 eV. As for the structure (SMILES): CCCO[C@@H]1CCCN(C(=O)CCCn2nnnc2CN2CCOCC2)C1. As for the spin multiplicity: 1.

Atomic partial charges in e from the Mulliken method, atoms 1 to 4: atom 1 (H): 0.474, atom 2 (H): 0.295, atom 3 (C): 0.709, atom 4 (H): 0.334



[5]
Computed, not measured: a 2-piece molecular cluster, C3H9NO overall, with ωB97M-V/def2-TZVPD.

Positions of all 14 atoms, in Å:
H 1.026 -4.174 -2.583
H -1.097 1.901 3.660
H -0.867 3.660 3.717
C 1.191 -3.214 -3.080
H -2.339 2.880 3.076
C -1.248 2.844 3.107
C 0.596 -2.255 -2.068
H -0.798 2.351 1.107
H 2.262 -3.146 -3.254
H 0.368 3.208 1.895
N -0.600 3.008 1.833
O 0.588 -2.570 -0.915
H 0.656 -3.205 -4.027
H 0.261 -1.287 -2.467

The HOMO-LUMO gap comes out at 9.79 eV. For the HOMO energy, the calculation gives -8.86 eV. As for the structure (SMILES): CC=O.CN. As for the spin multiplicity: 1.

Atomic partial charges in e from the Mulliken method, atoms 1 to 4: atom 1 (H): 0.253, atom 2 (H): 0.234, atom 3 (H): 0.260, atom 4 (C): -0.831



[6]
Computed, not measured: C14H26NO3OsP as an isolated structure, with ωB97M-V/def2-TZVPD.

Positions of all 46 atoms, in Å:
C -2.136 -0.477 1.365
N -0.251 -0.733 3.782
O 2.828 -0.432 1.937
C -1.507 0.828 -1.614
H -0.045 -2.081 2.065
H -1.880 2.283 -0.014
C -1.400 0.817 -3.142
H -1.066 2.969 -1.441
H 2.058 -2.454 -1.217
H 0.805 3.003 -1.334
H -0.672 1.557 -3.500
Os -0.222 -0.138 1.476
O -3.281 -0.662 1.255
H 0.824 -0.431 6.718
O -0.379 2.808 2.273
H 2.656 -0.822 -2.156
H -0.526 -2.197 1.429
H 0.442 -1.476 -2.618
H -1.926 -1.878 -2.542
C -1.810 2.237 -1.107
H -2.383 1.097 -3.545
P -0.009 0.036 -0.828
H 3.061 -0.069 -0.583
C -0.090 -0.009 6.277
H 1.758 2.315 0.009
C -1.347 -2.295 -1.710
C -0.163 -0.337 4.872
C 1.029 -2.597 -0.873
C -0.330 1.677 1.977
H 1.115 1.014 -2.700
H -1.242 -3.376 -1.864
H -1.924 -2.156 -0.788
H 1.012 -2.440 0.216
H 0.749 -3.642 -1.059
H -2.781 2.543 -1.519
H -2.349 0.176 -1.320
C 1.684 -0.325 1.753
H -1.141 -0.166 -3.553
H 3.496 0.730 -2.108
C 1.424 0.914 -1.645
C 2.730 0.123 -1.611
C 1.629 2.325 -1.084
H -0.072 1.083 6.398
H 2.544 2.736 -1.534
C 0.049 -1.666 -1.601
H -0.962 -0.416 6.810

The HOMO-LUMO gap (spin up / spin down) comes out at 6.96 / 4.30 eV. The total charge is +4. For the HOMO energy (spin up / spin down), the calculation gives -22.61 / -24.83 eV. As for the spin multiplicity: 5.

Atomic partial charges in e from the Mulliken method, atoms 1 to 4: atom 1 (C): 0.209, atom 2 (N): -0.283, atom 3 (O): -0.177, atom 4 (C): 0.436



[7]
Computed, not measured: C30H34MnN3O5PS2 as an isolated structure, with ωB97M-V/def2-TZVPD.

Positions of all 76 atoms, in Å:
C 0.647 3.024 2.171
H -1.456 -2.371 0.165
H 2.701 3.260 -3.769
C 1.295 -1.596 3.652
H -4.254 3.859 -2.691
C 4.032 0.494 2.183
H -1.597 4.887 3.838
P -1.755 -1.061 2.948
C -1.128 4.351 3.023
C 0.819 -0.610 -2.256
O -3.132 -1.638 2.357
H -2.269 -4.232 1.788
C 1.816 -0.357 -4.478
C -2.510 -2.156 -0.021
C 0.674 -2.380 -3.914
H 2.140 -2.824 1.327
C 1.390 -1.591 -4.853
H 2.360 0.227 -5.207
O 1.807 2.051 -1.736
C 1.883 2.176 2.236
C -1.737 3.214 -0.545
H -0.630 -5.342 -3.985
N -1.056 2.292 -1.240
H 0.179 -4.636 -2.565
H 3.243 1.818 -4.652
H 0.885 -1.645 0.857
H -0.920 1.177 -2.958
C -3.297 -3.939 1.584
N 2.072 1.384 1.170
H 0.907 -1.606 4.666
O -0.879 -2.411 2.760
C -1.501 1.930 -2.443
C 1.560 0.190 -3.188
C 3.846 1.314 3.277
C 1.067 -2.600 1.338
H -1.357 -3.948 -3.147
H 3.200 -0.064 0.265
C -0.421 -4.420 -3.451
H 2.575 2.809 4.158
C 0.097 3.728 3.219
H 2.354 -1.871 3.664
H 4.535 1.285 4.110
H -2.758 4.673 1.664
H 0.575 3.751 4.187
H -2.975 2.142 -3.981
S -1.078 0.407 1.768
H 1.581 -1.990 -5.839
H 0.555 -3.371 0.759
C -2.887 3.797 -1.038
C -3.352 3.419 -2.288
H -3.690 -4.557 0.772
C -1.156 3.531 0.794
H -3.892 -4.119 2.479
H -4.408 -2.238 0.946
H -2.585 -1.108 -0.301
H 4.865 -0.193 2.126
H -3.415 4.537 -0.453
S -2.035 -0.548 4.807
C -1.776 4.244 1.804
H 0.691 -3.579 3.195
Mn 0.578 1.510 -0.253
H -0.145 -2.480 -1.920
H 4.005 2.277 -3.128
C -3.370 -2.473 1.193
C 0.557 -2.582 2.770
C 2.077 1.475 -2.808
H 1.192 -0.582 3.264
O 0.293 -3.592 -4.359
C 2.750 2.166 3.306
O 0.511 -0.244 -1.067
H -2.855 -2.779 -0.856
C 3.058 2.236 -3.669
C 3.113 0.560 1.146
C 0.404 -1.910 -2.657
N 0.038 2.980 0.985
C -2.648 2.470 -3.005

The HOMO-LUMO gap (spin up / spin down) comes out at 5.96 / 5.86 eV. For the HOMO energy (spin up / spin down), the calculation gives -6.57 / -6.55 eV. As for the spin multiplicity: 2.

Atomic partial charges in e from the Mulliken method, atoms 1 to 4: atom 1 (C): 0.515, atom 2 (H): -0.178, atom 3 (H): 0.308, atom 4 (C): -1.240



[8]
Computed, not measured: C12H17Cl2N3O2Tc as an isolated structure, with ωB97M-V/def2-TZVPD.

Positions of all 37 atoms, in Å:
C -1.184 -2.540 -0.996
C 1.889 0.894 -2.948
C 0.766 0.545 -2.005
Cl -0.810 1.958 0.982
N 0.265 -0.472 1.301
H -0.327 2.972 -2.632
H -3.066 -0.444 -3.112
C 1.825 -1.741 -1.290
O 2.506 0.625 1.238
H -0.435 -3.168 -0.516
N 0.209 -1.211 3.562
H -1.468 -3.003 -1.955
H -3.395 -0.982 -1.425
H -3.415 0.749 -1.808
C 0.707 -0.762 -1.240
C -0.684 -1.176 -1.252
H 1.527 0.811 -3.991
C -0.632 0.953 -2.106
C 0.059 -0.645 4.740
H -1.992 2.545 -2.231
H 2.792 2.842 -0.137
C -1.459 -0.143 -1.763
Tc 1.069 1.028 -0.075
C -1.086 2.191 -2.739
H 2.732 0.197 -2.780
N -0.071 -0.165 5.796
H 2.773 -1.274 -0.987
O 2.074 2.479 -0.670
H -2.074 -2.487 -0.360
H 1.931 -2.166 -2.306
C 0.274 -0.606 2.461
H 2.257 1.907 -2.747
Cl -3.582 0.450 1.443
C -2.921 -0.203 -2.043
H -1.321 2.014 -3.803
H 2.971 -0.139 1.683
H 1.598 -2.552 -0.580

The HOMO-LUMO gap (spin up / spin down) comes out at 5.65 / 5.87 eV. The total charge is -2. For the HOMO energy (spin up / spin down), the calculation gives -0.66 / -0.89 eV. As for the spin multiplicity: 4.

Atomic partial charges in e from the Mulliken method, atoms 1 to 4: atom 1 (C): -2.194, atom 2 (C): -1.533, atom 3 (C): -0.506, atom 4 (Cl): -0.353